[1]
166
Properties=species:S:1:pos:R:3 method="wB97M-V/def2-TZVPD" total_charge=+6 total_energy_ev=-105059.01415 orbital_gap_ha=0.031 e_above_lowest_ev=15.859
C 7.94805 3.81707 6.15003
C 8.54586 3.25709 7.40561
C 8.30193 1.80242 7.71576
O 9.24721 1.44881 8.73225
C 9.16045 0.14566 9.35102
N 10.08305 3.47773 7.46596
H 10.52401 3.02209 6.68337
H 10.32902 4.44405 7.57577
H 10.38406 2.89412 8.30128
H 8.55766 3.60528 5.30977
H 7.87601 4.93500 6.20091
H 6.92626 3.44272 6.03854
H 8.20998 3.81135 8.32857
H 8.37663 1.11143 6.89412
H 7.31452 1.62256 8.11689
H 8.12881 -0.16679 9.58399
H 9.66064 0.26130 10.30272
H 9.50567 -0.59383 8.64826
C -0.77884 2.70022 10.93259
C -1.01893 1.68865 9.83314
C -7.22763 3.84571 8.50395
O -8.24522 2.90745 8.88792
C -8.74431 2.56253 7.47936
N -0.63032 1.99270 8.66559
H -5.64539 2.23592 1.49122
H -0.58122 1.21399 7.99027
H -0.19371 2.87411 8.54635
H -0.35127 3.57569 10.44077
H -0.05157 2.20034 11.56729
H -1.72718 3.07199 11.39927
H -1.33139 0.61179 9.71777
H -7.02424 3.98993 7.38098
H -6.59770 3.75714 9.37412
H -9.64114 1.91641 7.53675
H -7.87746 2.05775 7.23112
H -9.08941 3.45484 6.92582
C -9.89824 2.21697 -4.92789
C -10.28981 0.74230 -5.02457
C -10.07861 -0.19284 -3.79896
O -10.06454 -1.46941 -4.37777
C -10.75090 -2.53001 -3.61715
N -11.75755 0.66389 -5.50517
H -11.92210 1.12804 -6.36495
H -11.93766 -0.32451 -5.72203
H -12.44708 1.04493 -4.80186
H -8.87339 2.42010 -5.19803
H -10.04581 2.57074 -3.89511
H -10.43165 2.84160 -5.68658
H -9.74185 0.27426 -5.82962
H -10.75250 -0.02365 -2.98196
H -9.11143 0.05180 -3.37584
H -10.06179 -2.84110 -2.85149
H -11.01752 -3.33630 -4.21783
H -11.65884 -2.12117 -3.16107
C -4.87104 -12.66310 5.50336
C -6.25009 -13.02427 5.84479
C -6.68800 -12.93084 7.34303
O -8.09044 -12.81341 7.38348
C -8.71229 -13.23034 8.57776
N -7.21426 -12.11647 5.04542
H -8.17150 -12.37241 5.40367
H -6.99256 -11.13496 5.27308
H -7.07672 -12.28368 4.08173
H -4.10455 -12.94611 6.18892
H -4.89951 -11.56741 5.40633
H -4.60637 -12.97237 4.42515
H -6.58641 -14.01903 5.53752
H -6.19696 -12.07436 7.82490
H -6.34866 -13.89064 7.83416
H -8.32043 -12.80593 9.55165
H -8.84278 -14.25995 8.69001
H -9.78454 -12.92326 8.55175
C -1.30262 -8.21307 -5.02896
C -0.79980 -9.62618 -5.26624
C 0.29776 -9.72627 -6.35724
O 1.05488 -10.86872 -6.03723
C 2.07015 -11.02797 -7.08441
N -0.25764 -10.28518 -3.98754
H 0.34336 -9.49511 -3.59302
H -0.93370 -10.70385 -3.30842
H 0.41662 -10.97582 -4.37057
H -1.78940 -7.84712 -5.90513
H -0.40553 -7.64808 -4.77687
H -1.93343 -8.21034 -4.16008
H -1.60026 -10.23625 -5.64582
H 0.88478 -8.84929 -6.31542
H -0.13482 -9.77565 -7.37744
H 2.54028 -10.11072 -7.38415
H 1.51516 -11.47232 -7.97407
H 2.80055 -11.71149 -6.82609
C 10.37998 10.55916 -6.23101
C 10.52653 10.80572 -4.72512
C 11.05972 9.58578 -3.94731
O 11.31822 10.05249 -2.59679
C 11.53538 8.93916 -1.74074
N 11.42649 11.89026 -4.30617
H 11.47298 11.90331 -3.27207
H 12.40059 11.67060 -4.49184
H 11.13926 12.77112 -4.68088
H 9.55364 9.88643 -6.46682
H 11.29047 10.19690 -6.60580
H 10.22811 11.52993 -6.73851
H 9.58996 11.09891 -4.31673
H 12.00706 9.25579 -4.27906
H 10.36907 8.72848 -3.94420
H 12.09884 8.22432 -2.31646
H 10.60421 8.44248 -1.43635
H 11.95097 9.30140 -0.84162
C 4.14199 -0.24614 -4.18062
C 3.38573 0.52541 -5.23303
C 4.12229 0.64075 -6.55016
O 4.43276 -0.62688 -6.94141
C 5.44937 -0.73576 -8.00215
N 1.98437 -0.12791 -5.69161
H 1.59281 -0.98347 -5.19171
H 1.30244 0.55042 -5.50154
H 1.97575 -0.38785 -6.70978
H 4.31744 -1.26487 -4.49369
H 3.65978 -0.19715 -3.21547
H 5.09188 0.24453 -4.03629
H 3.08298 1.44476 -4.90210
H 4.97934 1.24989 -6.29974
H 3.59018 1.20085 -7.25283
H 6.47188 -0.78515 -7.52790
H 5.51886 0.12594 -8.62526
H 5.40019 -1.67554 -8.45949
C 1.47856 8.46648 -1.78954
C 1.27983 7.23820 -0.95283
C -0.12652 6.68929 -1.15685
O -0.24995 5.41182 -0.67403
C -1.52853 4.94254 -0.72717
N 2.19367 6.06776 -1.37437
H 1.72577 5.57394 -2.12000
H 3.19964 6.18146 -1.60745
H 2.13683 5.43359 -0.58423
H 2.40445 8.98153 -1.51863
H 0.67959 9.18968 -1.71584
H 1.47416 8.21024 -2.82857
H 1.43384 7.40334 0.10428
H -0.30776 6.59688 -2.25310
H -0.89522 7.37639 -0.73877
H -2.12299 5.63666 -1.36122
H -1.94787 4.90197 0.27939
H -1.54846 3.92185 -1.06666
P 0.82311 2.57041 -3.25396
F 0.45648 1.78575 -4.61102
F -0.68730 3.12156 -3.00928
F 0.42055 1.15951 -2.46440
F 1.20708 3.25666 -1.81606
F 2.38442 2.08209 -3.33565
F 1.17212 3.92649 -4.01519
C -4.64934 1.04891 0.15203
O -4.50331 0.78569 -1.12678
O -5.57546 1.91577 0.54207
C 0.02139 0.19472 1.11099
F 0.06692 0.10005 2.42927
F 0.01875 -0.91192 0.54735
F -0.24457 1.19674 0.55546
C -4.27785 -0.85972 -1.20683
C -5.72703 -1.27166 -0.87900
H -5.85973 -1.21672 0.17083
H -6.36062 -0.43535 -1.24076
H -6.15720 -2.17749 -1.38228
H -3.49560 -0.97602 -0.52545
H -3.90152 -0.90127 -2.17507
H -4.35274 0.28924 0.93230

---

[2]
171
Properties=species:S:1:pos:R:3 method="wB97M-V/def2-TZVPD" total_energy_ev=-96520.37016 orbital_gap_ha=0.290
C -4.44565 0.83218 -0.29611
C -5.13012 1.98215 0.44978
C -5.69894 3.02511 -0.50663
O -6.45206 4.04304 0.16318
C -7.13307 4.94362 -0.64927
N -6.26683 1.42799 1.19667
H -3.59255 1.18266 -0.88293
H -5.04067 0.16873 -0.92718
H -4.09274 0.12901 0.46535
H -4.35759 2.48363 1.04258
H -6.34381 2.54131 -1.24676
H -4.89301 3.59947 -0.97628
H -7.63461 5.70145 -0.04712
H -7.97312 4.41809 -1.12633
H -6.53391 5.43625 -1.42169
H -6.62408 2.22526 1.72964
H -5.83552 0.91895 1.97486
C -3.90861 -3.08486 1.05895
C -5.17480 -2.42073 1.65238
C -6.38349 -3.33041 1.78416
O -6.94273 -3.64372 0.53015
C -7.58357 -4.87769 0.51224
N -4.94429 -1.67510 2.88007
H -3.25908 -2.28268 0.70201
H -4.24419 -3.69282 0.21545
H -3.24550 -3.63773 1.73069
H -5.36357 -1.64996 0.89541
H -7.08694 -2.79041 2.43029
H -6.13281 -4.21509 2.38474
H -6.88061 -5.71514 0.58139
H -8.21564 -4.99226 -0.37158
H -8.34777 -5.06624 1.28185
H -4.93566 -2.33240 3.66324
H -3.95946 -1.37180 2.89349
C 4.65227 0.07957 -0.31572
C 5.46537 1.33981 -0.52389
C 6.64440 1.10445 -1.50601
O 7.71251 0.41831 -0.92038
C 8.49075 1.22083 -0.06100
N 4.55821 2.37946 -1.08318
H 4.20151 -0.29347 -1.24088
H 3.89576 0.20412 0.45851
H 5.26289 -0.80061 -0.08059
H 5.83171 1.64538 0.46301
H 6.97423 2.07809 -1.88079
H 6.17811 0.53993 -2.31431
H 7.90198 1.45342 0.83239
H 8.88163 2.09517 -0.58622
H 9.30924 0.64310 0.37009
H 5.15240 3.17779 -1.30181
H 4.01283 2.67672 -0.26940
C 4.76800 -5.35406 -2.81427
O 4.07173 -4.52935 -1.90956
C 4.84840 -3.97157 -0.88103
C 3.95061 -3.27820 0.12859
N 3.04954 -4.23781 0.76385
C 2.32615 -3.63975 1.85629
C 1.46069 -4.59189 2.64754
O 0.55571 -3.79964 3.38431
C -0.31799 -4.50022 4.23414
H 5.48221 -6.02351 -2.32842
H 5.35358 -4.75046 -3.51671
H 4.04431 -5.93295 -3.38311
H 5.55143 -3.20645 -1.23546
H 5.46277 -4.67491 -0.30873
H 3.27577 -2.63212 -0.46398
H 4.46558 -2.57562 0.78115
H 2.43468 -4.65381 0.06431
H 1.72468 -2.81398 1.45134
H 3.02634 -3.18012 2.56098
H 1.99968 -5.30870 3.28236
H 0.86347 -5.24825 2.00288
H 0.22076 -4.84002 5.12297
H -0.82987 -5.36740 3.79914
H -1.15214 -3.83473 4.45631
C 1.18082 -1.79451 -4.59176
O -0.15871 -1.96755 -4.09285
C -0.80992 -0.72816 -3.85728
C -2.29606 -0.85667 -4.20483
N -2.90782 -1.68144 -3.15227
C -4.39718 -1.59976 -3.17244
C -5.08291 -2.42663 -4.24482
O -5.25022 -1.66858 -5.43168
C -5.51397 -2.47174 -6.55043
H 1.13917 -1.40667 -5.60990
H 1.63502 -2.77848 -4.51124
H 1.71885 -1.08586 -3.95675
H -0.43230 0.06192 -4.51584
H -0.74533 -0.40566 -2.81939
H -2.44656 -1.35357 -5.16912
H -2.72037 0.14546 -4.27304
H -2.75887 -2.64961 -3.42451
H -4.74699 -0.56899 -3.14748
H -4.67686 -2.00558 -2.19506
H -6.11732 -2.54986 -3.88519
H -4.69915 -3.44143 -4.39212
H -6.30343 -3.21932 -6.42300
H -4.60843 -3.06161 -6.76846
H -5.64222 -1.84252 -7.42875
C 6.88650 5.49615 -2.51492
O 6.13311 5.53533 -1.32361
C 6.89712 6.04830 -0.22446
C 6.15761 5.93175 1.08932
N 5.88267 4.53294 1.45836
C 4.77991 4.43494 2.38267
C 3.37663 4.51797 1.74053
O 2.98929 3.24742 1.24427
C 1.81801 3.23049 0.40569
H 6.22569 5.01990 -3.24558
H 7.69996 4.76546 -2.48758
H 7.17786 6.48128 -2.88078
H 7.13691 7.07495 -0.52832
H 7.90039 5.60718 -0.20971
H 5.23470 6.52160 1.11092
H 6.78058 6.36694 1.87617
H 5.81741 3.91607 0.66498
H 4.80728 5.24340 3.11477
H 4.84848 3.46678 2.88595
H 3.45666 5.27967 0.95376
H 2.61575 4.91343 2.42368
H 2.12040 3.71631 -0.52578
H 1.02885 3.86461 0.82136
H 1.43906 2.23095 0.20664
C 0.07269 -0.24507 0.22627
O 0.62912 0.32740 -0.71763
N -1.22820 -0.65463 0.19451
N 0.63732 -0.48467 1.42421
H -1.68634 -1.05251 0.99564
H -1.79407 -0.38455 -0.59038
H 0.07301 -0.84257 2.16584
H 1.57453 -0.13287 1.56345
C 2.18851 0.83944 3.91507
O 2.84882 0.02665 3.26210
N 1.70390 1.96471 3.32908
N 1.77628 0.66486 5.20672
H 2.04869 2.27026 2.41107
H 1.29278 2.61082 3.97739
H 2.19336 -0.08289 5.73075
H 1.18204 1.37733 5.58078
C -2.70421 2.38624 2.81123
O -3.38476 2.23436 3.83423
N -2.57747 3.56568 2.17480
N -2.01809 1.35949 2.23270
H -2.16077 3.66108 1.24718
H -2.98812 4.38301 2.58654
H -2.00086 0.47265 2.69968
H -1.48044 1.55882 1.40943
C -1.68676 -0.58799 4.22940
O -2.32563 -0.64603 3.16167
N -2.00226 0.22356 5.28272
N -0.52695 -1.25799 4.34393
H -1.44592 0.10309 6.10461
H -2.83899 0.77932 5.25114
H -0.02005 -1.05863 5.18450
H -0.17166 -1.89609 3.65340
C 0.15482 -4.10371 -1.12520
O 0.50406 -4.97793 -0.31475
N 1.01516 -3.62421 -2.06134
N -1.06263 -3.52466 -1.11862
H 0.69430 -2.87636 -2.66362
H 1.98730 -3.88048 -1.98172
H -1.40692 -2.82784 -1.75464
H -1.71211 -3.96635 -0.48785
C -1.77082 3.37990 -1.65524
O -2.07683 3.35239 -0.46602
N -2.11334 4.35212 -2.53991
N -1.09754 2.34443 -2.25523
H -1.97087 4.22125 -3.52020
H -2.49015 5.23103 -2.23421
H -0.78092 1.60298 -1.64561
H -0.72803 2.43177 -3.17941

---

[3]
162
Properties=species:S:1:pos:R:3 method="wB97M-V/def2-TZVPD" smiles=COC[C@H](C)N.COC[C@H](C)N.COC[C@H](C)N.COC[C@H](C)N.COC[C@H](C)N.COC[C@H](C)N.COC[C@H](C)N.COC[C@H](C)N.COC[C@H](C)N.O.O.O total_energy_ev=-77008.26288 orbital_gap_ha=0.337 e_above_lowest_ev=3.894
O -0.31635 1.47552 -1.46441
H -1.12951 1.52659 -1.96679
H -0.04395 0.56110 -1.54100
O -4.02903 -3.97605 0.80006
H -3.90556 -3.03895 0.64896
H -4.42028 -4.30043 -0.01106
O -1.65703 3.17474 0.45126
H -1.21154 2.55201 -0.12318
H -0.96316 3.52427 1.01036
C 4.51594 -1.07190 -3.18761
C 5.48617 -2.17516 -3.72415
C 6.26990 -1.81840 -4.95356
O 5.44190 -1.44952 -6.05746
C 6.12091 -0.84902 -7.14972
N 6.19436 -2.70850 -2.58535
H 4.26668 -0.44190 -4.04148
H 4.91476 -0.39397 -2.43300
H 3.57678 -1.50071 -2.83804
H 4.84466 -3.04047 -3.89091
H 6.92855 -2.62339 -5.27953
H 6.88664 -0.97468 -4.64396
H 5.48400 -0.57959 -7.99225
H 6.85412 -1.51529 -7.60422
H 6.68848 -0.00576 -6.75616
H 5.48609 -2.91655 -1.89601
H 6.48754 -3.63032 -2.87586
C -4.96953 -2.04514 4.03198
C -6.23311 -1.31332 4.34223
C -6.57980 -0.05720 3.42149
O -7.58968 0.62392 4.03793
C -8.25336 1.58703 3.18700
N -7.28244 -2.35390 4.36610
H -4.98058 -2.53488 3.05826
H -4.82891 -2.86872 4.73201
H -4.19110 -1.28437 3.97384
H -6.18113 -0.94451 5.36663
H -6.80476 -0.35565 2.39756
H -5.76316 0.66469 3.41372
H -7.81278 1.93511 2.25273
H -8.43639 2.41218 3.87528
H -9.21445 1.22572 2.82111
H -8.11961 -1.91898 4.72677
H -7.45417 -2.84793 3.50208
C -1.53730 2.41939 -4.62541
C -2.59093 1.41716 -4.18344
C -2.16106 -0.06730 -4.25862
O -2.01346 -0.52971 -5.63897
C -0.81947 -0.30515 -6.31387
N -2.96490 1.72435 -2.82010
H -0.57868 2.03824 -4.27344
H -1.63211 3.41634 -4.19507
H -1.59282 2.41682 -5.71399
H -3.52486 1.48818 -4.74097
H -2.98149 -0.61182 -3.79120
H -1.26999 -0.27680 -3.66683
H -0.00387 -0.12654 -5.61317
H -0.97087 0.56661 -6.95043
H -0.65155 -1.18281 -6.93806
H -3.03436 2.73149 -2.78966
H -3.90256 1.35724 -2.74176
C 3.39663 4.69499 2.24934
C 2.67132 3.57972 2.95909
C 1.42385 3.14654 2.24717
O 0.34670 4.05920 2.37885
C -0.35398 4.02603 3.61338
N 3.53249 2.44427 3.20974
H 4.16595 5.06076 2.92939
H 2.65534 5.47345 2.06881
H 3.77855 4.36854 1.28203
H 2.37863 3.96994 3.93385
H 1.07364 2.12113 2.36547
H 1.57600 3.15120 1.16786
H -1.22890 4.63270 3.37984
H 0.21098 4.47034 4.43283
H -0.71125 3.03113 3.87912
H 4.34207 2.75862 3.72537
H 3.12210 1.84609 3.91250
C -1.92021 -0.44835 1.77478
C -2.59134 -0.73352 0.42921
C -1.80860 -1.86994 -0.37213
O -0.68400 -1.29801 -1.09237
C 0.35917 -2.23929 -1.24895
N -3.95401 -1.20510 0.63488
H -2.60129 0.06555 2.45311
H -1.08931 0.23793 1.61133
H -1.56221 -1.34118 2.28742
H -2.60881 0.21914 -0.10015
H -2.50699 -2.23913 -1.12316
H -1.64286 -2.74265 0.25954
H 1.14090 -1.66499 -1.74612
H 0.23526 -3.14573 -1.84150
H 0.65645 -2.42526 -0.21689
H -4.40551 -1.15206 -0.26702
H -4.44066 -0.51257 1.18593
C -4.15477 3.12061 2.53680
C -5.03703 3.16116 1.24760
C -5.24387 4.69218 0.88798
O -5.96772 5.51665 1.89589
C -7.16729 4.95521 2.40159
N -4.29780 2.40638 0.26104
H -3.19345 3.62235 2.42627
H -3.92874 2.17158 3.02296
H -4.59998 3.59701 3.41025
H -5.99931 2.71765 1.50334
H -5.86235 4.74789 -0.00782
H -4.26936 5.10302 0.62407
H -6.99118 4.24531 3.20975
H -7.45763 4.28623 1.59150
H -7.92583 5.69247 2.66458
H -4.42274 2.87927 -0.62263
H -3.31621 2.57902 0.42471
C 2.76252 -1.18613 1.66660
C 3.91846 -0.98146 0.69054
C 4.44218 0.47001 0.71185
O 5.63479 0.54866 -0.07824
C 6.32615 1.81218 0.04550
N 4.89996 -2.00537 1.05573
H 3.08408 -0.94590 2.68000
H 2.25914 -2.15286 1.67761
H 1.97002 -0.47482 1.43408
H 3.58474 -1.25401 -0.31070
H 4.77589 0.73377 1.71542
H 3.61251 1.11242 0.41680
H 7.16393 1.93527 -0.64086
H 6.77071 1.98102 1.02630
H 5.63251 2.63818 -0.11159
H 5.74076 -1.84367 0.52001
H 5.30727 -1.69434 1.92606
C 3.98350 0.70001 6.58488
C 2.92628 -0.35305 6.86170
C 1.89336 -0.79633 5.76892
O 0.90872 0.22750 5.61100
C -0.08639 0.08696 4.61797
N 3.69855 -1.50836 7.28010
H 3.61445 1.58952 6.07433
H 4.77262 0.26742 5.96986
H 4.45121 1.07928 7.49345
H 2.35359 -0.07128 7.74529
H 1.31831 -1.66488 6.08991
H 2.37662 -1.03760 4.82217
H -0.70326 -0.73386 4.98382
H 0.38984 -0.10090 3.65567
H -0.73476 0.95705 4.72122
H 4.55062 -1.17787 7.71007
H 3.16759 -1.95848 8.01193
C 1.73412 -2.61145 -5.38564
C 2.58026 -3.80128 -5.73703
C 1.86849 -5.10620 -6.10119
O 2.72571 -6.28256 -6.19005
C 2.04531 -7.55792 -6.29521
N 3.49486 -3.41486 -6.80828
H 2.32626 -1.70332 -5.27262
H 1.15050 -2.86572 -4.50085
H 1.02333 -2.41998 -6.18952
H 3.08335 -4.10659 -4.81954
H 1.42660 -4.91978 -7.08001
H 1.08291 -5.27180 -5.36394
H 1.58663 -7.87253 -5.35781
H 2.73439 -8.25450 -6.77276
H 1.17317 -7.48456 -6.94490
H 3.94965 -2.52113 -6.68785
H 4.28129 -4.04081 -6.90731